[1]
# C3H4S2

A cluster of 2 separate species, C3H4S2 in total in a non-equilibrium geometry (ωB97M-V/def2-TZVPD, the OMol25 dataset).

Cartesian coordinates (Å):
C: -2.295 -0.458 0.654
C: 1.507 0.413 -0.602
C: 1.772 0.313 0.831
S: -1.754 -0.850 -0.828
S: 3.270 0.301 0.041
H: -3.340 -0.767 0.900
H: -1.531 0.203 1.174
H: 1.160 -0.536 -1.222
H: 1.211 1.382 -0.948

## Properties
Max |F| in eV/Å: 2.79
Kohn-Sham gap in eV: 8.32
Relative energy (zero: lowest compared OMol25 entry of this formula, charge and spin) in kcal/mol: 101.1
2S+1: 1
Lowest unoccupied orbital energy in eV: -0.555

[2]
# C4H8N2O

A cluster of 2 separate species, C4H8N2O in total (ωB97M-V/def2-TZVPD, the OMol25 dataset).

Cartesian coordinates (Å):
O: -1.474 2.742 -0.139
C: -1.105 1.728 -0.605
N: -0.534 0.557 1.628
C: 0.312 -0.321 1.281
C: 0.047 -1.250 0.123
C: -0.530 -0.626 -1.190
N: -0.666 0.801 -1.247
H: -0.196 1.118 2.410
H: 2.244 0.587 -0.323
H: 1.265 -0.472 1.806
H: -0.651 -2.012 0.491
H: 0.972 -1.787 -0.114
H: -1.500 -1.079 -1.421
H: 0.135 -0.900 -2.016
H: 1.681 0.915 -0.684

## Properties
Max |F| in eV/Å: 0.93
Kohn-Sham gap in eV: 10.93
Relative energy (zero: lowest compared OMol25 entry of this formula, charge and spin) in kcal/mol: 61.0
2S+1: 1
SMILES: [H]/N=C/CCN=C=O.[H][H]
Lowest unoccupied orbital energy in eV: 0.994

[3]
# C4H15NO2

A cluster of 3 separate species, C4H15NO2 in total in a non-equilibrium geometry (ωB97M-V/def2-TZVPD, the OMol25 dataset).

Cartesian coordinates (Å):
C: -0.632 -1.679 1.200
C: 0.092 -1.919 -0.198
N: 0.688 -0.699 -0.685
C: 1.647 -1.001 -1.721
C: -0.285 0.206 -1.301
H: -1.073 -2.609 1.556
H: 0.002 -1.491 2.022
H: -1.106 -0.722 0.998
H: -0.674 -2.356 -0.980
H: 0.876 -2.599 0.017
H: 2.256 -0.022 -1.931
H: 1.246 -1.482 -2.722
H: 2.396 -1.710 -1.307
H: -0.523 -0.195 -2.295
H: -1.128 0.544 -0.762
H: 0.144 1.109 -1.754
H: -4.095 4.746 2.160
H: -2.655 4.483 2.267
O: -3.337 5.264 2.215
H: 1.901 0.405 0.368
H: 1.905 0.723 1.797
O: 2.356 1.002 1.054

## Properties
Max |F| in eV/Å: 4.38
Kohn-Sham gap in eV: 9.93
Relative energy (zero: lowest compared OMol25 entry of this formula, charge and spin) in kcal/mol: 59.5
2S+1: 1
SMILES: CCN(C)C.O.O
Lowest unoccupied orbital energy in eV: 0.502

[4]
# C7H17N2

A structure of composition C7H17N2 in a non-equilibrium geometry (ωB97M-V/def2-TZVPD, the OMol25 dataset).

Cartesian coordinates (Å):
C: 0.237 -0.544 -1.846
C: -1.808 1.290 -0.458
C: 0.325 2.505 -0.505
C: -0.826 -1.845 0.968
C: 1.472 -1.086 1.775
C: -0.493 1.388 0.169
C: 0.589 -1.326 0.522
N: 1.323 0.167 -1.379
N: 0.333 -0.146 -0.422
H: -0.263 0.018 -2.689
H: 0.141 -1.592 -1.957
H: -2.241 0.338 -0.514
H: -2.651 1.832 -0.016
H: -1.864 1.655 -1.507
H: -0.440 3.242 -0.560
H: 0.733 2.176 -1.452
H: 1.240 2.581 0.090
H: -1.424 -1.188 1.686
H: -1.568 -2.052 0.099
H: -0.544 -2.854 1.447
H: 1.088 -1.745 2.505
H: 1.486 -0.025 2.127
H: 2.482 -1.452 1.737
H: -0.567 1.103 1.315
H: 1.053 -2.174 0.078
H: 2.186 -0.265 -1.214

## Properties
Max |F| in eV/Å: 3.32
Kohn-Sham gap in eV: 12.21
Relative energy (zero: lowest compared OMol25 entry of this formula, charge and spin) in kcal/mol: 97.5
2S+1: 1
Charge: +1
Lowest unoccupied orbital energy in eV: -2.622